1.
Computed, not measured: an isolated ion of composition C6H8N and charge +1, with ωB97M-V/def2-TZVPD.

CARTESIAN COORDINATES (ANGSTROEM)
C: -2.014 -0.997 -0.477
C: -1.492 0.044 0.155
C: -1.460 -1.594 -1.523
C: -0.154 -0.988 -1.491
C: -0.173 0.028 -0.451
C: 1.088 1.000 1.530
N: 0.975 0.732 0.018
H: -1.795 -2.558 -2.020
H: 0.671 -1.391 -1.923
H: -1.708 0.616 1.026
H: 0.152 1.331 1.936
H: 1.599 0.088 1.997
H: 1.731 1.915 1.766
H: 1.763 0.101 -0.140
H: 0.818 1.673 -0.404

* HOMO-LUMO gap (alpha / beta): 0.27834 / 0.24525 Ha
* M: 94.14 g/mol
* net charge: +1
* SMILES string: C[NH2+]C1=CC=C=C1
* energy relative to the best compared isomer or geometry (same formula, charge and spin): 669.77 kJ/mol



2.
Computed, not measured: C6H8N as an isolated structure, with ωB97M-V/def2-TZVPD.

CARTESIAN COORDINATES (ANGSTROEM)
C: 1.326 1.309 0.217
C: 2.230 0.408 0.465
C: 2.531 -0.745 -0.136
C: -1.164 -0.366 0.643
C: -1.613 0.741 -0.186
C: -0.399 -0.118 -0.689
N: 0.810 0.443 -0.773
H: 0.973 2.238 0.604
H: 3.382 -0.832 -0.804
H: 2.138 -1.684 0.235
H: -0.594 -0.156 1.538
H: -1.736 -1.281 0.669
H: -2.493 0.632 -0.802
H: -1.381 1.760 0.086
H: -0.591 -0.811 -1.498

* HOMO-LUMO gap: 0.31149 Ha
* M: 94.14 g/mol
* net charge: +1
* energy relative to the best compared isomer or geometry (same formula, charge and spin): 698.13 kJ/mol